# 1
Below is 11 unconnected molecules or ions with the total composition C38H51BF10N3O32 in a non-equilibrium geometry, with properties calculated with ωB97M-V/def2-TZVPD.

For the HOMO energy, the calculation gives -12.355 eV. As for the net charge: +1. The calculation puts the HOMO-LUMO gap at 9.462 eV.

Atoms and positions in Å:
1 C 5.148 2.322 5.086
2 H -10.957 0.508 -3.117
3 H -0.989 -1.627 0.498
4 F -0.863 -3.683 4.687
5 O 5.441 -4.867 0.463
6 C -4.708 -0.727 -1.581
7 H -8.760 -0.427 -2.715
8 F -9.182 -1.374 -4.436
9 C 1.445 3.696 2.689
10 C 0.034 7.561 6.297
11 C -1.170 0.394 6.901
12 H -4.534 -2.634 -0.301
13 C -3.572 -2.416 3.254
14 H -3.708 -4.176 -3.468
15 O -3.546 -3.605 2.577
16 H 3.827 0.755 -10.933
17 C 4.347 -4.166 -0.084
18 F 1.242 7.219 4.320
19 H 0.754 -2.149 0.007
20 H -1.031 -1.316 5.554
21 C 5.314 -0.230 0.227
22 O 5.509 -0.694 -3.103
23 H 0.915 0.000 -1.148
24 O 5.808 -7.112 0.643
25 C -10.224 0.659 -3.914
26 N -5.262 -1.057 -2.948
27 H 7.366 0.450 0.117
28 C 2.396 -0.564 -5.319
29 H -2.608 -5.378 3.102
30 H 7.168 -1.193 0.769
31 C 0.320 6.666 5.140
32 O -0.269 6.642 7.327
33 O 5.910 3.263 4.936
34 H -2.747 -4.163 5.192
35 H 2.778 1.016 4.415
36 C 5.070 -0.935 -10.334
37 H -4.491 1.367 -1.824
38 H -6.097 -0.239 1.590
39 H -1.628 0.777 -0.080
40 H 4.756 -1.104 0.579
41 H -4.971 0.765 0.898
42 H -6.229 -0.628 -3.026
43 O -1.108 -0.277 8.144
44 H -2.545 1.426 -2.960
45 C -0.419 -0.525 6.000
46 N -3.910 0.558 -1.510
47 H 2.338 -4.896 -0.378
48 C -4.217 -3.486 -2.637
49 O -7.248 -1.296 -0.711
50 O 0.398 -1.754 9.027
51 C 0.331 5.462 6.981
52 H -0.696 1.377 6.996
53 O 2.341 -0.385 -3.922
54 C 3.894 -0.033 -10.175
55 H 4.347 4.580 1.968
56 C -5.398 -2.532 -3.252
57 O 2.718 1.480 -2.663
58 H 1.443 -0.261 -5.767
59 H 3.460 0.645 -6.755
60 O 3.834 2.448 5.444
61 C 3.276 1.151 5.381
62 H -4.695 -0.606 -3.719
63 H 5.349 -1.074 -11.382
64 H 4.474 -4.073 -1.168
65 O 3.694 -6.295 0.331
66 C 5.047 -6.170 0.494
67 C -9.027 -0.215 -3.756
68 H -6.451 -2.958 -2.906
69 F 2.628 -1.872 -5.572
70 O -9.666 1.956 -3.852
71 H -0.755 1.696 -1.484
72 O 4.878 0.121 -1.067
73 O -7.590 2.770 -4.359
74 H -0.649 -2.699 -1.126
75 F 4.318 -0.881 4.860
76 O 1.213 5.029 2.531
77 F 0.218 0.167 5.028
78 B -5.976 -0.528 -0.500
79 C -2.180 -3.694 4.382
80 O -3.130 -2.776 -1.946
81 O 5.505 1.016 4.927
82 H -1.575 -4.139 2.352
83 C 4.473 0.277 5.540
84 C 3.170 -4.983 0.326
85 F 5.094 0.819 1.050
86 H -0.566 6.379 4.564
87 C 3.282 4.511 1.730
88 C -0.134 -0.497 -1.422
89 O 6.845 -0.976 -1.268
90 O -7.995 0.524 -4.369
91 H 2.809 -4.733 1.329
92 C -0.297 -1.795 -0.432
93 N -5.921 0.363 0.730
94 C -0.015 -1.097 8.086
95 O 2.709 3.351 2.298
96 H -7.243 -2.103 -0.117
97 O 0.552 -1.097 6.847
98 H -2.465 -0.457 -2.941
99 O 0.887 5.523 5.739
100 H -10.722 0.524 -4.880
101 C 2.489 5.605 2.358
102 F 2.743 -0.741 -10.145
103 O 3.521 1.332 -4.799
104 F 4.302 -2.938 0.481
105 H 0.900 8.163 6.591
106 O -2.607 -2.361 4.214
107 O -4.367 -1.519 3.030
108 C 5.725 -0.528 -1.915
109 H -2.206 0.534 6.583
110 O 0.359 4.474 7.696
111 C -8.352 1.830 -4.209
112 C -2.589 0.473 -2.242
113 O 6.082 -0.246 -9.627
114 H 4.740 0.066 6.581
115 F 2.370 6.658 1.519
116 H -5.366 -2.672 -4.434
117 C 2.850 0.860 -3.704
118 H -0.810 8.229 6.108
119 O 4.092 0.546 -8.905
120 C 5.443 0.568 -8.732
121 H 4.914 -1.918 -9.878
122 H 4.514 -0.257 -5.643
123 H 3.168 4.476 0.641
124 C -3.786 -1.947 -0.924
125 C -2.410 -4.304 3.042
126 C -1.286 0.663 -1.215
127 O 0.626 2.907 3.132
128 H 2.875 5.941 3.326
129 C 3.559 0.271 -5.733
130 H -4.674 -4.257 -1.848
131 H 2.543 1.001 6.178
132 O 6.014 1.236 -7.886
133 C 6.775 -0.469 0.049
134 H -0.032 -0.849 -2.539
135 H -3.052 -1.417 -0.174

Cartesian forces, eV/Å:
C 1.58 2.62 -0.46
H 0.17 0.21 -0.09
H 1.16 -0.24 -1.88
F 0.02 0.01 0.19
O -0.53 -0.45 -0.39
C 0.71 1.61 3.21
H -0.02 -0.19 -0.06
F 0.20 -0.35 0.05
C -1.60 -2.11 0.88
C -0.40 1.22 0.25
C -0.89 0.95 -0.06
H 1.65 1.24 -1.14
C -1.81 1.98 -0.72
H -1.18 1.90 1.69
O -0.37 1.18 0.47
H -0.17 -0.10 0.09
C 0.37 0.30 -0.04
F 0.05 0.17 -0.23
H -2.21 0.98 -0.98
H 0.25 0.23 -0.04
C -0.49 0.42 0.75
O 0.41 0.37 2.49
H -2.35 -0.95 -0.74
O -2.06 2.49 -0.34
C -1.33 -0.03 0.23
N -0.45 0.05 -1.33
H -0.27 0.02 0.06
C 0.09 -0.63 -0.04
H -0.14 0.23 -0.07
H -0.03 0.00 -0.28
C 0.30 0.03 -0.63
O 0.34 -1.09 -0.20
O -1.83 -2.15 0.23
H 0.20 0.08 0.03
H 0.16 -0.16 0.06
C 0.49 -0.88 -0.82
H 0.73 -0.88 0.32
H -0.32 1.25 -1.25
H 0.60 -0.52 -2.50
H 0.16 0.67 0.01
H -1.05 -0.28 -0.42
H 1.31 -0.54 -0.04
O 0.78 -0.85 0.05
H -0.08 -2.15 1.41
C 0.30 0.10 -0.67
N -0.62 -1.85 -1.71
H 0.16 -0.19 0.05
C 0.45 -1.64 0.40
O 2.82 -0.20 0.83
O -1.00 1.66 -2.36
C 0.06 -2.41 2.23
H 0.11 -0.13 -0.20
O -0.13 0.77 -0.15
C -0.80 -0.15 -0.15
H -0.21 -0.19 0.08
C -0.55 -2.71 -1.57
O 0.14 -1.44 -2.36
H 0.01 -0.22 0.00
H -0.02 0.12 0.41
O 1.21 0.13 -0.20
C -1.32 -0.07 0.21
H -0.46 -0.52 1.16
H 0.12 0.11 0.23
H 0.03 0.21 0.13
O 0.90 0.05 0.00
C 2.13 -3.11 0.61
C -0.25 -0.82 -0.15
H 2.32 1.32 -0.54
F -0.24 -0.37 -0.11
O 1.40 -0.05 -0.25
H -1.29 -2.24 0.53
O 0.57 -0.83 -0.54
O -1.77 -2.54 0.38
H 0.37 1.83 1.91
F 0.08 -0.37 -0.02
O 0.26 -0.91 0.35
F 0.08 -0.07 -0.36
B -1.44 0.26 2.11
C 0.86 -0.25 0.61
O -2.51 0.88 0.33
O -0.28 0.71 0.45
H 0.05 0.09 0.27
C 0.10 -0.68 -0.14
C -1.26 -0.07 -0.04
F -0.19 0.20 0.23
H 0.22 0.03 -0.13
C 1.24 -0.12 -0.59
C 0.96 0.56 1.09
O -0.99 0.15 -0.86
O 0.10 0.26 0.49
H 0.21 0.19 -0.08
C 0.73 -1.05 -0.80
N 1.66 -3.12 -1.22
C 0.92 -1.54 3.02
O -1.24 0.03 0.57
H -0.28 1.42 -0.93
O -0.58 -0.09 0.45
H -0.29 1.46 1.54
O -0.64 0.08 0.52
H 0.21 -0.20 0.06
C 0.17 0.86 -0.17
F -0.33 0.04 -0.07
O -0.82 -0.25 1.17
F -0.06 0.12 0.02
H 0.03 -0.14 -0.24
O -1.01 -0.21 -0.64
O 1.74 -1.95 0.29
C -0.17 -0.26 -2.60
H 0.12 -0.11 0.21
O -0.06 2.35 -1.72
C 1.36 3.54 -0.43
C 1.31 2.04 -0.63
O -0.44 0.82 0.74
H 0.02 -0.17 -0.16
F -0.05 0.27 0.03
H -0.15 0.54 2.60
C 0.44 1.91 2.36
H 0.06 -0.20 0.18
O 0.68 0.11 -0.37
C 2.26 1.59 2.25
H -0.23 0.16 -0.01
H -0.23 -0.14 0.11
H -0.12 0.19 0.12
C -1.16 0.19 0.35
C 0.35 -1.23 -0.60
C 0.64 0.27 -0.52
O 1.76 1.68 -1.04
H -0.09 0.06 -0.23
C 0.72 0.26 -1.16
H 0.66 1.75 -1.67
H 0.17 0.21 -0.11
O -1.54 -1.73 -2.03
C 1.04 -0.21 0.80
H -0.40 0.77 2.20
H -1.22 -1.26 -1.85

***

# 2
Below is 2 unconnected molecules or ions with the total composition H2N2O3S in a non-equilibrium geometry, with properties calculated with ωB97M-V/def2-TZVPD.

For the HOMO energy (alpha / beta), the calculation gives -9.139 / -8.119 eV. As for the net charge: 0. The calculation puts the HOMO-LUMO gap (alpha / beta) at 8.626 / 7.310 eV.

Atoms and positions in Å:
1 N -0.523 -0.841 1.028
2 O -1.174 -1.029 -1.334
3 O 1.180 2.199 -0.020
4 H -0.145 -1.788 1.007
5 H -0.609 -0.658 2.073
6 S -1.121 -0.053 -0.281
7 O 1.440 0.854 -1.722
8 N 0.953 1.315 -0.750

Cartesian forces, eV/Å:
N 0.55 -1.00 3.19
O 0.05 -0.67 -1.06
O 1.05 1.66 0.85
H -0.12 0.36 -1.12
H -0.41 0.77 -2.25
S 0.49 1.07 1.31
O 1.22 0.29 -0.79
N -2.82 -2.47 -0.13